# 1
The following is a DFT calculation (the ωB97M-V functional and the def2-TZVPD basis) of a 2-piece molecular cluster, C6H13FNO overall.

Charge: +1
HOMO energy (spin up / spin down): -11.44 / -12.33 eV
LUMO energy (spin up / spin down): -3.8 / -3.8 eV
Orbital gap (spin up / spin down): 7.593 / 8.515 eV
Calculated total energy: -465.8471 Eh
Multiplicity: 1

Last column: natural (NBO) charge in e.
Geometry (Å):
C 3.22203 0.45412 -1.13227  -0.337
C 3.09192 -0.30323 -0.04093  -0.338
C -3.21797 0.94405 0.39357  -0.623
C -2.11127 0.44333 -0.51316  -0.239
C 2.25223 -0.09626 1.09164  0.230
C 0.02979 -0.87439 -0.26602  0.237
N -0.90381 0.05494 0.28009  -0.554
O -0.41632 -2.10794 0.01264  -0.660
F 1.68867 1.10357 1.32545  -0.349
H 4.05537 0.29569 -1.77746  0.225
H 2.50689 1.16976 -1.31425  0.189
H 3.55310 -1.34825 0.04167  0.233
H -2.84503 1.80172 0.91440  0.215
H -4.09177 1.25720 -0.21593  0.269
H -3.36106 0.20097 1.18124  0.210
H -2.01650 1.19924 -1.28826  0.239
H -2.51678 -0.42811 -0.99317  0.230
H 2.27271 -0.79768 2.02766  0.202
H 0.59314 -0.64431 -1.19065  0.208
H -1.39342 -0.42851 0.93824  0.432
H -0.62671 0.83476 0.92662  0.458
H 0.23480 -2.73068 -0.40110  0.522

# 2
The following is a DFT calculation (the ωB97M-V functional and the def2-TZVPD basis) of one molecule with the formula C4H4Cl3OP.

HOMO energy: -9.53 eV
SMILES: C=C(Cl)C(=C)P(=O)(Cl)Cl
LUMO energy: -0.2 eV
Orbital gap: 9.292 eV
Calculated total energy: -1951.9675 Eh
Multiplicity: 1

Last column: natural (NBO) charge in e.
Geometry (Å):
C 0.26978 -0.90727 1.10971  -0.349
C -0.75654 -1.13308 0.28808  -0.139
Cl -1.71462 -2.57063 0.22251  0.055
C -1.31354 -0.02360 -0.37205  -0.151
C -0.88440 1.00931 -1.02888  -0.420
P -3.45598 -0.00914 0.20974  1.625
O -3.81855 -0.74679 1.40246  -1.057
Cl -3.59477 1.92293 0.59820  -0.238
Cl -4.58894 -0.61414 -1.29740  -0.222
H 0.83626 -1.76484 1.65871  0.226
H 0.81290 0.02446 0.95682  0.215
H -1.48761 1.67430 -1.66147  0.237
H 0.14277 0.96796 -1.49421  0.217

# 3
The following is a DFT calculation (the ωB97M-V functional and the def2-TZVPD basis) of a 4-piece molecular cluster, C3H14N2O3 overall.

HOMO energy: -9.41 eV
SMILES: [H]/N=C/NCC.O.O.O
LUMO energy: 0.3 eV
Orbital gap: 9.756 eV
Calculated total energy: -457.8976 Eh
Multiplicity: 1

Last column: natural (NBO) charge in e.
Geometry (Å):
H 1.90077 -1.55827 -3.09379  0.344
N 1.09065 -1.44329 -2.49768  -0.695
C 1.29426 -0.60948 -1.54991  0.262
N 0.36258 -0.42400 -0.55357  -0.641
C 0.41888 0.91632 0.09000  -0.235
C 0.49570 2.06127 -1.01533  -0.617
H 2.23575 -0.13844 -1.32506  0.148
H -0.54901 -0.77617 -0.80156  0.394
H 1.19122 1.02507 0.89441  0.194
H -0.52460 0.94797 0.59438  0.218
H 1.39159 1.85827 -1.59711  0.212
H 0.53436 2.99641 -0.51272  0.213
H -0.41850 1.93868 -1.57868  0.197
O -2.74011 1.41617 0.43118  -0.940
H -2.76760 2.33547 0.74444  0.478
H -2.49533 1.47077 -0.49894  0.470
O -1.69957 -1.59637 2.71372  -0.919
H -0.83055 -1.50518 3.12605  0.454
H -1.58838 -0.95003 2.00252  0.469
O 1.06096 -2.96989 1.48050  -0.954
H 0.37814 -2.71566 2.09695  0.468
H 1.25880 -2.27964 0.85021  0.482

# 4
The following is a DFT calculation (the ωB97M-V functional and the def2-TZVPD basis) of C28H81BCdFN7O7 as an isolated structure.

HOMO energy: -8.69 eV
LUMO energy: -3.7 eV
Orbital gap: 4.965 eV
Calculated total energy: -2317.2511 Eh
Multiplicity: 1

Last column: Löwdin charge in e.
Geometry (Å):
Cd -1.57464 -2.50676 -2.80315  1.478
F -4.11112 -3.39666 -1.02060  -0.726
B -0.17556 -0.16375 -0.90004  -0.438
H -0.63226 -1.05822 -0.50559  -0.121
H -0.91323 0.18833 -1.60439  -0.125
H 0.00736 0.58263 -0.14261  -0.065
H 0.67619 -0.40527 -1.51683  -0.110
C 0.07159 0.34197 -7.32162  -0.070
C -0.69963 -0.08049 -6.10379  -0.435
C -2.14580 -0.21073 -6.52861  -0.208
O -2.74437 -0.56948 -5.29622  -0.249
C -4.10753 -0.09402 -5.20911  -0.091
N -0.16741 -1.38412 -5.56150  0.045
H 0.07007 -0.55344 -7.94317  0.078
H 1.10523 0.38444 -6.97826  0.085
H -0.31752 1.20523 -7.86151  0.094
H -0.55512 0.71620 -5.37407  0.149
H -2.26549 -1.08036 -7.17478  0.133
H -2.53191 0.70457 -6.97719  0.133
H -4.84245 -0.75049 -5.67499  0.086
H -4.26668 0.96710 -5.40098  0.093
H -4.48599 -0.24810 -4.19862  0.083
H 0.83765 -1.35960 -5.46495  0.071
H -0.17503 -1.93557 -6.40765  0.061
C -2.38780 5.74479 -2.65726  -0.043
C -1.58579 6.25347 -3.92627  -0.425
C -1.82883 7.75056 -4.15845  -0.217
O -3.17216 8.10793 -4.46174  -0.157
C -3.44209 9.38398 -4.01114  -0.148
N -0.21178 5.77874 -3.81412  0.026
H -2.12417 4.69224 -2.55359  0.068
H -3.44223 5.95637 -2.83478  0.072
H -2.08037 6.28243 -1.76031  0.077
H -1.85878 5.70545 -4.82807  0.127
H -1.13811 8.11587 -4.91842  0.124
H -1.39932 8.28075 -3.30844  0.116
H -4.46814 9.68006 -4.22946  0.089
H -2.82139 10.18290 -4.41680  0.088
H -3.36224 9.41830 -2.92462  0.088
H -0.36281 5.03860 -3.14368  0.051
H 0.26284 6.48333 -3.26787  0.064
C 6.14441 2.88960 -3.16647  -0.053
C 7.38635 2.58651 -2.34883  -0.474
C 7.58588 3.44242 -1.14768  -0.257
O 8.64301 3.00718 -0.32584  -0.199
C 8.99776 4.03610 0.67707  -0.052
N 7.35748 1.20848 -2.01344  0.029
H 6.21225 2.81016 -4.25145  0.073
H 5.83406 3.92828 -3.05288  0.071
H 5.28266 2.26926 -2.92017  0.078
H 8.29895 2.63813 -2.94262  0.141
H 6.73137 3.45113 -0.47106  0.132
H 7.65674 4.44330 -1.57348  0.121
H 8.16659 4.31468 1.32488  0.081
H 9.25594 4.87236 0.02736  0.080
H 9.84574 3.66980 1.25572  0.085
H 8.07604 1.03720 -1.32463  0.066
H 6.52158 0.95458 -1.50659  0.074
C 5.57124 0.79280 3.87178  -0.052
C 4.09573 1.04288 3.49293  -0.403
C 3.42560 2.41990 3.74393  -0.203
O 3.60009 2.70133 5.11886  -0.199
C 3.49315 4.09555 5.46935  -0.101
N 4.00532 0.72440 2.03702  0.015
H 5.67970 1.01360 4.93365  0.067
H 6.23365 1.49422 3.36449  0.072
H 5.80327 -0.24217 3.62062  0.074
H 3.40304 0.32337 3.92946  0.128
H 2.36774 2.55720 3.51990  0.125
H 3.93794 3.19057 3.16802  0.118
H 3.37977 4.09069 6.55343  0.084
H 2.66794 4.66907 5.04722  0.081
H 4.37802 4.69318 5.25034  0.079
H 3.12394 1.10495 1.72326  0.054
H 3.75408 -0.25357 2.01327  0.063
C -3.09014 -7.40278 4.55421  -0.080
C -2.77360 -5.96268 4.85441  -0.466
C -2.04174 -5.79258 6.13274  -0.254
O -2.76482 -6.25193 7.23767  -0.161
C -1.97366 -6.19433 8.45845  -0.079
N -2.04504 -5.54999 3.65728  0.027
H -2.22948 -8.04442 4.74305  0.079
H -3.44059 -7.64813 3.55167  0.077
H -3.74775 -7.77859 5.33805  0.075
H -3.71881 -5.41985 4.85454  0.141
H -1.74402 -4.74636 6.06279  0.127
H -1.11082 -6.35782 6.08811  0.129
H -1.26782 -7.00830 8.62385  0.082
H -2.64069 -6.34517 9.30722  0.080
H -1.50937 -5.21388 8.56448  0.086
H -2.65906 -5.54071 2.85540  0.072
H -1.91998 -4.54811 3.68367  0.064
C -4.90604 -0.07038 5.06700  -0.062
C -3.70802 0.90782 4.80293  -0.388
C -2.96146 1.41405 6.02270  -0.183
O -3.81565 2.39164 6.60123  -0.204
C -3.30328 3.38872 7.38636  -0.145
N -2.79707 0.01864 4.01079  0.012
H -5.34804 -0.43018 4.13787  0.075
H -5.65626 0.43068 5.67874  0.069
H -4.48720 -0.86564 5.68364  0.074
H -4.08655 1.68805 4.14260  0.131
H -1.99821 1.83523 5.73484  0.122
H -2.82065 0.65550 6.79268  0.128
H -3.97820 3.97617 8.00882  0.087
H -2.86771 4.09413 6.67869  0.083
H -2.47902 3.04389 8.01069  0.084
H -2.22841 0.46631 3.30628  0.063
H -3.25983 -0.74580 3.54007  0.054
C -0.25437 -8.02845 -2.63908  -0.073
C -0.52704 -6.73004 -3.37626  -0.427
C -1.93827 -6.81106 -3.92603  -0.227
O -2.33772 -5.58389 -4.52443  -0.221
C -3.42828 -5.78190 -5.42252  -0.106
N -0.50761 -5.74161 -2.32206  0.024
H -0.30683 -8.94584 -3.22537  0.081
H -1.03850 -8.27226 -1.92228  0.088
H 0.72703 -7.95824 -2.17001  0.085
H 0.13752 -6.51765 -4.21373  0.148
H -2.70563 -7.10563 -3.21015  0.139
H -1.88846 -7.60425 -4.67199  0.125
H -4.31304 -6.19944 -4.94192  0.092
H -3.17146 -6.50911 -6.19278  0.081
H -3.71051 -4.88828 -5.97920  0.084
H 0.29185 -5.83591 -1.71208  0.074
H -1.19989 -6.00596 -1.63579  0.081

# 5
The following is a DFT calculation (the ωB97M-V functional and the def2-TZVPD basis) of one molecule with the formula C4H3NO.

HOMO energy: -11.10 eV
SMILES: C#C[C@H](O)C#N
LUMO energy: 0.5 eV
Orbital gap: 11.643 eV
Calculated total energy: -284.1178 Eh
Multiplicity: 1

Last column: natural (NBO) charge in e.
Geometry (Å):
C -1.93249 -0.60360 -0.71677  -0.160
C -0.86185 -0.14452 -0.41655  -0.066
C 0.42771 0.48678 -0.06914  -0.054
O 1.52449 0.04977 -0.83185  -0.660
C 0.70249 0.33190 1.38002  0.247
N 0.95393 0.20252 2.50050  -0.282
H -2.87812 -1.01880 -0.99465  0.244
H 0.33828 1.56114 -0.26236  0.250
H 1.72556 -0.86518 -0.58920  0.480

# 6
The following is a DFT calculation (the ωB97M-V functional and the def2-TZVPD basis) of a 2-piece molecular cluster, C4H13NO2S overall.

HOMO energy: -8.69 eV
SMILES: CN[C@H](CO)CS.O
LUMO energy: 0.6 eV
Orbital gap: 9.325 eV
Calculated total energy: -763.5803 Eh
Multiplicity: 1

Last column: natural (NBO) charge in e.
Geometry (Å):
C 0.42113 1.42457 -0.62270  -0.431
N 0.07815 -0.00214 -0.73313  -0.616
C -0.58606 -0.62434 0.41981  -0.104
C -1.98954 -0.00790 0.51600  -0.072
O -3.03787 -0.86808 0.95916  -0.703
C 0.24097 -0.52884 1.67529  -0.517
S -0.18600 -1.82830 2.91395  -0.067
H 0.62875 1.71104 -1.65597  0.207
H -0.49003 1.97057 -0.38529  0.197
H 1.28107 1.64035 0.00781  0.175
H 0.92889 -0.51351 -0.91254  0.357
H -0.81058 -1.67051 0.18626  0.198
H -2.01538 0.87360 1.16157  0.169
H -2.27501 0.38840 -0.46288  0.173
H -2.89781 -1.65904 0.45854  0.457
H 0.28900 0.45120 2.13838  0.227
H 1.28246 -0.76839 1.45195  0.218
H -0.90227 -1.18615 3.83871  0.131
O 3.03810 0.11829 -3.52617  -0.923
H 3.01872 1.05625 -3.81784  0.463
H 3.98331 0.02293 -3.61090  0.462

# 7
The following is a DFT calculation (the ωB97M-V functional and the def2-TZVPD basis) of a 2-piece molecular cluster, C2NO2S overall.

Charge: -1
HOMO energy: -4.01 eV
LUMO energy: 3.4 eV
Orbital gap: 7.379 eV
Calculated total energy: -679.7001 Eh
Multiplicity: 1

Last column: natural (NBO) charge in e.
Geometry (Å):
C 0.69846 -0.97425 -0.79771  0.554
C -0.65578 1.25194 0.62005  0.618
N -1.14312 0.52607 -0.19819  -0.797
O 0.38410 -0.88969 -1.88275  -0.463
O -0.41245 1.81782 1.66761  -0.730
S 1.12879 -1.73189 0.59099  -0.183

> Look up the multiplicity of the third one.

1

> Which formula does entry 3 have?

C3H14N2O3

Copy entry 7 word for word.
The following is a DFT calculation (the ωB97M-V functional and the def2-TZVPD basis) of a 2-piece molecular cluster, C2NO2S overall.

Charge: -1
HOMO energy: -4.01 eV
LUMO energy: 3.4 eV
Orbital gap: 7.379 eV
Calculated total energy: -679.7001 Eh
Multiplicity: 1

Last column: natural (NBO) charge in e.
Geometry (Å):
C 0.69846 -0.97425 -0.79771  0.554
C -0.65578 1.25194 0.62005  0.618
N -1.14312 0.52607 -0.19819  -0.797
O 0.38410 -0.88969 -1.88275  -0.463
O -0.41245 1.81782 1.66761  -0.730
S 1.12879 -1.73189 0.59099  -0.183